Entry from the Open Molecules 2025 dataset: 7 unconnected molecules or ions with the total composition C45H86BrFO12S (ωB97M-V/def2-TZVPD).

Structure (ORCA input):
```
! RIJCOSX wB97M-V def2-TZVPD def2/J DEFGRID3
* xyz 0 1
C -3.022 5.694 -5.199
C -3.692 5.903 -3.762
O -5.128 5.597 -3.839
C -5.736 5.781 -2.528
C -5.853 4.326 -1.845
C -4.715 4.065 -0.708
C -4.840 2.497 -0.308
C -3.760 2.035 0.779
C -3.715 0.448 1.028
C -3.180 -0.359 -0.270
C -1.871 0.272 -0.937
C -1.351 -0.818 -2.020
F -2.448 -0.940 -2.979
C -5.136 -0.315 1.267
O -6.272 -0.016 0.886
O -4.808 -1.519 2.003
C -3.513 -1.521 2.642
Br -2.183 -2.925 2.199
C -3.083 0.042 2.466
S -4.087 0.813 3.867
C -1.497 0.143 2.657
O -0.995 1.480 2.854
C -0.834 1.829 4.245
C 0.683 2.131 4.680
O 1.484 2.572 3.559
C 2.862 2.543 4.009
C 3.822 3.539 3.212
O 4.697 2.765 2.365
C 6.033 3.314 2.313
C 7.066 2.183 1.796
H -1.931 5.361 -5.055
H -3.629 4.887 -5.751
H -3.033 6.675 -5.785
H -3.242 5.182 -3.005
H -3.628 7.000 -3.458
H -6.814 6.136 -2.731
H -5.193 6.548 -1.877
H -6.877 4.187 -1.368
H -5.699 3.499 -2.618
H -3.669 4.342 -1.059
H -5.053 4.713 0.186
H -4.785 1.894 -1.272
H -5.898 2.396 0.139
H -2.745 2.455 0.426
H -3.997 2.627 1.740
H -4.030 -0.268 -1.045
H -3.041 -1.473 -0.091
H -2.047 1.237 -1.515
H -1.006 0.458 -0.221
H -0.414 -0.484 -2.570
H -1.209 -1.852 -1.565
H -3.792 -1.793 3.724
H -4.057 -0.028 4.967
H -1.210 -0.534 3.546
H -0.931 -0.304 1.758
H -1.413 2.816 4.395
H -1.310 1.090 4.979
H 1.151 1.248 5.253
H 0.677 3.005 5.437
H 2.857 2.853 5.118
H 3.299 1.475 3.989
H 4.404 4.145 4.001
H 3.212 4.329 2.631
H 6.102 4.194 1.579
H 6.413 3.654 3.344
H 7.350 2.358 0.706
H 8.013 2.245 2.431
H 6.605 1.143 1.929
C -9.270 -0.174 3.326
C -10.546 0.589 3.609
C -10.120 1.509 4.736
O -8.727 1.786 4.541
C -8.213 0.889 3.545
H -9.232 -0.612 2.327
H -9.149 -0.979 4.058
H -10.828 1.179 2.731
H -11.390 -0.049 3.876
H -10.232 1.022 5.711
H -10.682 2.446 4.748
H -8.037 1.468 2.633
H -7.261 0.472 3.882
C -0.312 -8.044 1.011
C -1.300 -8.039 2.156
C -0.763 -6.925 3.034
O -0.130 -5.980 2.161
C -0.001 -6.568 0.858
H -0.700 -8.494 0.097
H 0.593 -8.588 1.304
H -2.296 -7.775 1.785
H -1.373 -8.995 2.678
H -0.006 -7.298 3.731
H -1.549 -6.427 3.607
H -0.723 -6.077 0.197
H 1.003 -6.388 0.471
C 4.950 -6.754 -0.533
C 5.042 -5.910 -1.786
C 3.704 -6.180 -2.446
O 2.765 -6.434 -1.391
C 3.486 -6.611 -0.165
H 5.623 -6.432 0.264
H 5.176 -7.798 -0.771
H 5.120 -4.852 -1.516
H 5.890 -6.162 -2.425
H 3.745 -7.071 -3.081
H 3.358 -5.338 -3.051
H 3.318 -5.723 0.454
H 3.100 -7.484 0.367
C 2.147 -3.454 -6.242
C 3.058 -2.493 -5.510
C 3.898 -3.434 -4.670
O 4.003 -4.662 -5.401
C 3.068 -4.634 -6.488
H 1.725 -3.045 -7.162
H 1.321 -3.754 -5.589
H 3.693 -1.964 -6.227
H 2.525 -1.750 -4.914
H 3.413 -3.655 -3.712
H 4.897 -3.039 -4.470
H 3.636 -4.508 -7.416
H 2.530 -5.583 -6.535
C 5.941 -1.693 -1.550
C 4.678 -0.913 -1.258
C 5.148 0.061 -0.195
O 6.534 0.323 -0.455
C 7.009 -0.623 -1.423
H 5.941 -2.181 -2.526
H 6.088 -2.460 -0.783
H 4.365 -0.366 -2.154
H 3.843 -1.534 -0.928
H 5.071 -0.376 0.806
H 4.588 0.999 -0.209
H 7.153 -0.091 -2.370
H 7.972 -1.027 -1.101
C 4.820 6.346 -1.906
C 3.593 5.494 -1.669
C 3.963 4.755 -0.398
O 4.826 5.624 0.351
C 5.227 6.713 -0.492
H 4.635 7.218 -2.536
H 5.605 5.745 -2.377
H 2.725 6.136 -1.490
H 3.357 4.824 -2.498
H 4.519 3.838 -0.618
H 3.090 4.497 0.206
H 4.702 7.612 -0.150
H 6.302 6.878 -0.394
*
```

Summary:
E = -156215.7987 eV
E_HOMO = -0.336 Ha
gap between HOMO and LUMO = 9.3106 eV
structure (SMILES) = CCOCCCCC[C@]1(CCCF)C(=O)O[C@@H](Br)[C@@]1(S)COCCOCCOCC.C1CCOC1.C1CCOC1.C1CCOC1.C1CCOC1.C1CCOC1.C1CCOC1

Löwdin atomic charge list, values in e, 2 entries: C -0.088; C -0.252

---

Entry from the Open Molecules 2025 dataset: a molecular structure, C24H54F2KN4O4S2 (ωB97M-V/def2-TZVPD).

Structure (ORCA input):
```
! RIJCOSX wB97M-V def2-TZVPD def2/J DEFGRID3
* xyz 3 1
K 2.635 4.041 1.952
C 0.367 4.175 -2.340
C 1.687 4.782 -1.835
C 2.636 5.119 -2.957
N 4.071 5.322 -2.440
C 4.237 6.202 -1.259
C 4.797 3.984 -2.162
C 6.152 4.075 -2.824
C 5.795 4.748 -4.143
C 4.835 5.848 -3.695
H 0.456 3.133 -2.653
H -0.080 4.762 -3.142
H -0.353 4.132 -1.520
H 2.187 4.020 -1.227
H 1.387 5.666 -1.274
H 2.356 6.085 -3.374
H 2.810 4.372 -3.728
H 3.594 5.833 -0.456
H 3.940 7.231 -1.463
H 5.280 6.261 -0.957
H 4.750 3.881 -1.079
H 4.206 3.178 -2.596
H 6.858 4.701 -2.281
H 6.531 3.066 -2.977
H 6.625 5.251 -4.635
H 5.284 4.102 -4.857
H 5.384 6.688 -3.266
H 4.213 6.256 -4.486
C -3.746 -3.242 -0.863
C -3.587 -2.027 -1.795
C -3.151 -0.813 -0.953
N -3.064 0.449 -1.822
C -2.218 0.267 -3.050
C -2.468 1.536 -0.937
C -3.626 2.208 -0.212
C -4.926 1.783 -0.932
C -4.427 1.044 -2.147
H -3.719 -4.201 -1.373
H -4.680 -3.193 -0.302
H -2.951 -3.203 -0.114
H -4.560 -1.805 -2.230
H -2.854 -2.277 -2.557
H -2.152 -0.974 -0.547
H -3.789 -0.493 -0.131
H -1.319 -0.282 -2.770
H -1.983 1.222 -3.504
H -2.768 -0.413 -3.695
H -1.941 2.180 -1.641
H -1.697 1.188 -0.249
H -3.484 3.287 -0.185
H -3.696 1.877 0.824
H -5.499 2.655 -1.230
H -5.516 1.062 -0.371
H -4.296 1.700 -3.006
H -5.104 0.228 -2.392
C -2.234 -2.297 2.581
C -2.130 -3.829 2.737
C -0.687 -4.228 3.074
N -0.595 -5.684 3.539
C -0.945 -6.669 2.445
C 0.857 -5.978 3.991
C 0.760 -6.930 5.181
C -0.717 -7.215 5.431
C -1.369 -5.985 4.815
H -1.401 -1.866 2.021
H -2.238 -1.796 3.548
H -3.150 -2.016 2.063
H -2.551 -4.291 1.845
H -2.735 -4.194 3.568
H -0.367 -3.702 3.971
H 0.007 -4.126 2.243
H -1.675 -6.208 1.782
H -1.472 -7.505 2.898
H -0.065 -6.952 1.880
H 1.484 -6.356 3.188
H 1.321 -5.040 4.297
H 1.197 -7.874 4.850
H 1.286 -6.566 6.058
H -1.083 -8.126 4.963
H -0.945 -7.257 6.494
H -2.408 -6.171 4.543
H -1.356 -5.171 5.538
N 1.820 1.807 0.814
S 1.986 0.668 -0.420
O 0.803 0.069 -0.972
O 3.092 -0.203 -0.208
F 2.480 1.655 -1.585
S 1.071 0.831 1.762
O 1.802 -0.167 2.476
O -0.340 0.635 1.578
F 1.075 2.059 2.867
*
```

Summary:
E = -83321.3864 eV
E_HOMO = -0.620 Ha
gap between HOMO and LUMO = 9.9872 eV

Löwdin atomic charge list, values in e, 2 entries: K 0.922; C -0.076

---

Entry from the Open Molecules 2025 dataset: 2 unconnected molecules or ions with the total composition C3H7N2OS (ωB97M-V/def2-TZVPD).

Structure (ORCA input):
```
! RIJCOSX wB97M-V def2-TZVPD def2/J DEFGRID3
* xyz -1 1
N -0.387 -0.722 0.401
C 0.191 0.437 -0.212
C 0.828 1.653 0.468
S -3.430 -0.972 0.041
C 1.819 0.476 -0.272
N 2.419 -0.379 0.779
O 2.370 0.845 -1.411
H -1.476 -0.771 0.507
H -0.251 -1.595 -0.093
H -0.446 0.800 -1.103
H 0.635 1.841 1.596
H 0.906 2.591 -0.160
H 3.413 -0.540 0.749
H 1.876 -1.222 0.968
*
```

Summary:
E = -19082.6256 eV
E_HOMO = -0.115 Ha
gap between HOMO and LUMO = 3.8753 eV

natural (NBO) atomic charge list, values in e, 2 entries: N -0.780; C -0.102

---

Entry from the Open Molecules 2025 dataset: a molecular structure, C28H29N7O2PSV (ωB97M-V/def2-TZVPD).

Structure (ORCA input):
```
! RIJCOSX wB97M-V def2-TZVPD def2/J DEFGRID3
* xyz 3 2
V 0.090 0.075 1.000
S -1.562 -2.139 -5.779
N -0.189 -2.255 -4.964
C -0.370 -1.668 -3.797
C 0.606 -1.549 -2.748
C 1.908 -2.073 -2.784
C 2.721 -1.939 -1.674
C 2.243 -1.283 -0.546
N 1.014 -0.756 -0.509
C 0.199 -0.880 -1.590
C -1.115 -0.301 -1.454
N -1.357 0.361 -0.288
C -2.569 0.904 -0.101
C -3.575 0.824 -1.053
C -3.343 0.141 -2.232
C -2.082 -0.434 -2.453
C -1.690 -1.137 -3.646
N -2.448 -1.345 -4.705
H 2.251 -2.580 -3.678
H 3.719 -2.354 -1.658
H 2.845 -1.187 0.350
H -2.732 1.428 0.833
H -4.529 1.298 -0.864
H -4.110 0.040 -2.991
C 3.527 4.114 1.529
N 3.842 3.104 0.516
C 3.573 3.637 -0.818
N 2.168 4.025 -0.945
C 1.838 5.022 0.078
N 2.124 4.501 1.412
C 1.210 3.510 1.859
P 1.349 2.002 0.694
C 3.251 1.835 0.757
C 1.272 2.912 -0.965
H 4.153 4.988 1.363
H 3.729 3.721 2.526
H 3.826 2.894 -1.576
H 4.195 4.515 -0.981
H 0.785 5.295 0.006
H 2.442 5.912 -0.093
H 0.187 3.888 1.835
H 1.444 3.191 2.876
H 3.550 1.132 -0.023
H 3.549 1.444 1.732
H 0.251 3.246 -1.161
H 1.564 2.205 -1.746
C -4.532 -3.218 0.298
C -3.214 -2.880 0.916
C -3.054 -1.720 1.674
C -1.838 -1.381 2.251
C -1.772 -0.180 3.179
C -0.746 -2.276 2.074
C -0.894 -3.491 1.366
C 0.208 -4.501 1.256
C -2.127 -3.747 0.785
C 0.594 -1.947 2.635
O 1.383 -2.628 3.179
O 0.859 -0.646 2.213
H -5.165 -2.340 0.179
H -5.068 -3.919 0.945
H -4.404 -3.719 -0.661
H -3.921 -1.096 1.861
H -2.749 0.290 3.257
H -1.047 0.610 2.888
H -1.477 -0.494 4.182
H 1.184 -4.052 1.073
H -0.008 -5.222 0.470
H 0.289 -5.051 2.195
H -2.258 -4.673 0.236
*
```

Summary:
E = -89818.3073 eV
E_HOMO (spin up / spin down) = -0.616 / -0.615 Ha
<S²> = 0.77
gap between HOMO and LUMO (spin up / spin down) = 5.3695 / 5.6069 eV

natural (NBO) atomic charge list, values in e, 2 entries: V 1.478; S 1.111

---

Ordered relative energy (zero: lowest compared OMol25 entry of this formula, charge and spin) results: 1.131 0.000 6.874 1.460; unit eV.